# 1
The following is a DFT calculation (ωB97M-V/def2-TZVPD) of the molecule C4H5NO2.

XYZ file:
```
12
C4H5NO2 | the Open Molecules 2025 dataset | ωB97M-V/def2-TZVPD
O -0.939 1.213 0.990
C -1.464 0.343 0.071
C -0.706 -0.495 -0.639
C 1.482 -0.595 -1.382
N 0.681 -0.494 -0.408
C -0.002 0.717 1.857
O 0.790 1.429 2.391
H -2.524 0.491 -0.093
H -1.154 -1.130 -1.404
H 2.549 -0.512 -1.172
H 1.161 -0.726 -2.423
H -0.120 -0.361 2.038
```

Properties
structure (SMILES)	C=N/C=C\OC=O
HOMO level	-9.3	eV
Kohn-Sham gap	9.80	eV

These are the Löwdin partial charges, in e, on atoms 1 to 2: 0.004 -0.125

# 2
The following is a DFT calculation (ωB97M-V/def2-TZVPD) of the molecule C4H5NO2.

XYZ file:
```
12
C4H5NO2 | the Open Molecules 2025 dataset | ωB97M-V/def2-TZVPD
C 0.565 -0.825 2.308
C 0.234 0.262 0.330
C -0.701 0.948 -0.286
O -1.069 0.715 -1.605
C -0.054 0.220 -2.312
O -0.511 0.116 -3.547
N 1.067 -0.225 1.080
H 1.009 -1.800 2.503
H 0.897 -0.128 3.082
H -0.531 -0.878 2.327
H -1.141 1.821 0.176
H 0.235 -0.227 -4.056
```

Properties
HOMO level	-8.6	eV
Kohn-Sham gap	9.56	eV

These are the Löwdin partial charges, in e, on atoms 1 to 2: -0.108 -0.130

# 3
The following is a DFT calculation (ωB97M-V/def2-TZVPD) of the molecule C4H5NO2 at a distorted geometry.

XYZ file:
```
12
C4H5NO2 | the Open Molecules 2025 dataset | ωB97M-V/def2-TZVPD
O -0.583 -1.140 2.174
C -0.361 -0.746 1.062
N -1.242 0.096 0.328
C -0.578 0.698 -0.818
C 0.876 0.419 -0.515
O 1.226 0.522 0.859
C 0.986 -0.792 0.284
H -2.113 -0.384 0.156
H -0.762 1.775 -0.893
H -0.861 0.228 -1.772
H 1.680 0.845 -1.097
H 1.868 -1.440 0.192
```

Properties
structure (SMILES)	O=C1NC[C@H]2O[C@@H]12
HOMO level	-9.6	eV
Kohn-Sham gap	10.39	eV

These are the Löwdin partial charges, in e, on atoms 1 to 2: 0.108 -0.424

# 4
The following is a DFT calculation (ωB97M-V/def2-TZVPD) of the molecule C4H5NO2.

XYZ file:
```
12
C4H5NO2 | the Open Molecules 2025 dataset | ωB97M-V/def2-TZVPD
C -2.173 0.110 0.279
C 0.046 -0.201 -0.371
C -1.126 -0.758 -0.383
O 2.382 -1.333 0.062
C 2.252 -0.140 0.059
O 3.241 0.728 0.284
N 1.062 0.503 -0.357
H -1.752 0.554 1.183
H -2.327 0.917 -0.439
H -3.126 -0.381 0.505
H -1.344 -1.613 -1.011
H 2.866 1.615 0.188
```

Properties
structure (SMILES)	CC=C=NC(=O)O
HOMO level	-9.2	eV
Kohn-Sham gap	9.50	eV

These are the Löwdin partial charges, in e, on atoms 1 to 2: -0.094 -0.098

# 5
The following is a DFT calculation (ωB97M-V/def2-TZVPD) of the molecule C4H5NO2 at a distorted geometry.

XYZ file:
```
12
C4H5NO2 | the Open Molecules 2025 dataset | ωB97M-V/def2-TZVPD
O -0.474 -0.761 2.559
C -0.150 -0.838 1.445
C 0.414 -1.155 0.283
C 0.000 -0.535 -1.019
N 0.367 0.885 -0.926
C -0.462 1.551 -0.012
O -1.244 0.981 0.727
H 1.235 0.746 -0.376
H 1.177 -1.916 0.352
H -1.068 -0.639 -1.232
H 0.556 -0.958 -1.860
H -0.358 2.641 0.021
```

Properties
structure (SMILES)	O=C=CCNC=O
HOMO level	-8.8	eV
Kohn-Sham gap	9.56	eV

These are the Löwdin partial charges, in e, on atoms 1 to 2: 0.175 -0.230

# 6
The following is a DFT calculation (ωB97M-V/def2-TZVPD) of a structure of composition C4H5NO2 at a distorted geometry.

XYZ file:
```
12
C4H5NO2 | the Open Molecules 2025 dataset | ωB97M-V/def2-TZVPD
C 0.498 0.133 -1.787
C -0.723 1.425 0.194
C -0.662 0.753 1.714
C -0.381 -0.534 0.828
H -0.138 1.064 -2.574
H -0.221 2.586 -0.065
H -1.834 1.491 -0.166
H 0.419 1.115 2.217
H -1.665 0.881 2.755
N -0.106 0.133 -0.388
O 1.727 -0.613 -1.851
O -0.254 -1.729 1.208
```

Properties
HOMO level	-10.2	eV
Kohn-Sham gap	9.29	eV

These are the Löwdin partial charges, in e, on atoms 1 to 2: -0.033 -0.188

# 7
The following is a DFT calculation (ωB97M-V/def2-TZVPD) of the molecule C4H5NO2 at a distorted geometry.

XYZ file:
```
12
C4H5NO2 | the Open Molecules 2025 dataset | ωB97M-V/def2-TZVPD
C -1.548 -0.617 -0.664
C -0.422 -0.276 0.003
C -0.109 1.143 -0.075
O 1.317 1.222 0.157
C 1.727 0.010 0.645
O 2.851 -0.261 0.966
N 0.622 -0.870 0.683
H -1.631 -0.225 -1.675
H -2.260 -1.364 -0.376
H -0.783 1.335 -0.968
H -0.589 1.761 0.689
H 0.827 -1.858 0.614
```

Properties
structure (SMILES)	C=C1COC(=O)N1
HOMO level	-8.9	eV
Kohn-Sham gap	9.54	eV

These are the Löwdin partial charges, in e, on atoms 1 to 2: 0.045 -0.345

# 8
The following is a DFT calculation (ωB97M-V/def2-TZVPD) of a structure of composition C4H5NO2 at a distorted geometry.

XYZ file:
```
12
C4H5NO2 | the Open Molecules 2025 dataset | ωB97M-V/def2-TZVPD
C -0.227 0.823 -0.916
C 1.016 -1.202 -0.321
C -0.969 0.007 0.103
C -0.030 -1.221 0.336
N 0.840 1.375 -0.619
O 2.094 -0.983 -0.686
O 1.080 1.492 0.712
H -0.561 0.826 -1.980
H -1.023 0.530 1.134
H -2.035 -0.340 -0.203
H -0.625 -1.962 0.973
H 0.440 0.655 1.467
```

Properties
spin multiplicity	3
HOMO level (alpha / beta)	-5.9 / -10.0	eV
Kohn-Sham gap (alpha / beta)	6.08 / 7.41	eV

These are the Löwdin partial charges, in e, on atoms 1 to 2: -0.223 -0.307

# 9
The following is a DFT calculation (ωB97M-V/def2-TZVPD) of the molecule C4H5NO2S at a distorted geometry.

XYZ file:
```
13
C4H5NO2S | the Open Molecules 2025 dataset | ωB97M-V/def2-TZVPD
C 1.113 -0.709 0.425
C 0.541 0.477 -0.255
C -0.910 0.311 -0.583
C -1.690 0.819 0.561
H 2.719 0.204 0.540
H 1.048 -1.514 -0.336
H 0.388 -0.911 1.201
H -1.230 0.976 -1.402
H -2.059 -1.138 -1.114
N -2.419 1.204 1.366
O 2.373 -0.619 0.928
O -1.146 -1.047 -0.944
S 1.272 1.946 -0.388
```

Properties
structure (SMILES)	N#C[C@H](O)C(=S)CO
HOMO level	-9.8	eV
Kohn-Sham gap	8.82	eV

These are the Löwdin partial charges, in e, on atoms 1 to 2: -0.326 -0.664

# 10
The following is a DFT calculation (ωB97M-V/def2-TZVPD) of the molecule C4H5NO2S2 at a distorted geometry.

XYZ file:
```
14
C4H5NO2S2 | the Open Molecules 2025 dataset | ωB97M-V/def2-TZVPD
C 0.080 -1.073 0.146
C -0.842 1.703 1.453
C 0.161 -0.193 -1.060
C 0.493 0.820 1.387
N 0.271 -0.554 1.359
O 0.396 2.473 -0.754
O 2.375 1.217 -0.646
S -0.703 3.206 1.995
S 1.001 1.230 -0.365
H -0.147 -2.190 0.118
H -1.747 1.277 1.084
H 0.558 -0.499 -2.068
H -0.736 0.334 -1.376
H 1.125 1.133 2.177
```

Properties
structure (SMILES)	O=S1(=O)CC=N[C@@H]1C=S
HOMO level	-9.2	eV
Kohn-Sham gap	8.43	eV

These are the Löwdin partial charges, in e, on atoms 1 to 2: -0.132 -0.616

Calculated total energy (eV)
-9812.3122, -9810.0119, -9811.9524, -9812.6067, -9812.3406, -9807.0538, -9812.3344, -9804.7170, -20647.5244, -31481.4883
ΔE to the lowest compared entry with this formula, charge and spin (eV)
2.003, 4.303, 2.362, 1.708, 1.974, 7.261, 1.980, 4.958, 2.655, 3.191